A single C3H6OSe molecule in a non-equilibrium geometry. Source: OMol25; level of theory: ωB97M-V/def2-TZVPD.

Each line ends with the Löwdin charge.
Atoms and positions in Å:
C 0.907 0.390 0.028  -0.305
C -0.294 1.210 -0.283  -0.483
C -0.405 -1.528 0.125  -0.388
O 0.657 -0.920 -0.308  -0.173
Se -1.862 0.099 0.160  0.843
H 1.782 0.737 -0.538  0.136
H 1.122 0.644 1.073  0.126
H -0.500 2.073 0.377  0.066
H -0.304 1.497 -1.267  0.026
H -0.602 -2.448 -0.519  0.118
H -0.502 -1.753 1.152  0.037

Properties
- largest force on an atom (hartree/bohr) = 0.074
- SMILES string = C1C[Se]CO1
- relative energy (zero: lowest compared OMol25 entry of this formula, charge and spin) (kcal/mol) = 10.6
- LUMO (eV) = 0.8

***

2 unconnected molecules or ions with the total composition C34H38F13IN4O2S in a non-equilibrium geometry. Source: OMol25; level of theory: ωB97M-V/def2-TZVPD.

Each line ends with the Löwdin charge.
Atoms and positions in Å:
C 0.054 2.682 -7.537  -0.111
C -1.127 1.541 -7.763  -0.256
O -1.978 1.380 -6.574  -0.244
C -1.285 0.674 -5.481  -0.215
C -1.482 -0.984 -5.541  -0.175
C -2.391 -1.529 -4.289  -0.219
C -1.810 -1.124 -2.798  -0.205
C -0.863 -2.324 -2.200  -0.181
C -1.199 -2.701 -0.607  -0.017
C -0.052 -2.525 0.598  -0.036
C 1.413 -1.929 0.135  -0.156
C 1.259 -0.339 -0.214  -0.087
C 2.413 0.638 0.429  -0.173
F 2.847 0.135 1.766  -0.003
F 3.621 0.468 -0.464  -0.014
C 2.064 2.240 0.394  -0.080
F 3.293 3.047 0.170  0.023
F 1.185 2.514 -0.804  0.016
C 1.176 2.759 1.714  -0.108
F 0.301 1.624 2.068  0.034
F 0.279 3.832 1.141  0.029
C 2.100 3.375 2.898  -0.193
F 3.429 2.687 3.083  0.024
F 2.469 4.776 2.464  0.020
S 1.341 3.529 4.588  1.093
F -0.258 3.720 4.023  -0.167
F 1.614 5.256 4.552  -0.197
F 2.949 3.411 5.265  -0.201
F 1.202 1.842 4.841  -0.187
F 0.739 3.752 6.184  -0.176
C -0.376 -2.949 2.182  -0.036
C 0.733 -2.843 3.405  -0.136
C 1.171 -1.386 3.985  0.009
C 2.306 -1.562 5.137  -0.040
C 2.811 -3.029 5.544  -0.125
N 2.406 -4.385 5.082  0.006
C 1.378 -4.172 4.026  -0.086
C -1.904 -3.494 2.463  -0.029
C -2.337 -3.894 4.018  -0.153
C -3.388 -2.685 4.501  -0.200
C -2.675 -1.208 4.595  -0.169
C -3.506 -0.021 3.760  -0.231
O -2.783 0.190 2.493  -0.167
C -3.056 -3.672 1.267  -0.081
N -4.392 -4.197 1.712  0.019
C -5.364 -4.321 0.575  -0.621
I -7.432 -5.023 1.013  0.683
C -4.969 -3.972 -0.964  -0.104
N -3.648 -3.454 -1.458  0.064
C -2.726 -3.302 -0.282  -0.097
H -0.361 3.491 -6.784  0.094
H 1.002 2.128 -7.118  0.070
H 0.324 3.179 -8.583  0.086
H -0.694 0.474 -8.041  0.125
H -1.850 1.877 -8.650  0.133
H -0.127 0.854 -5.438  0.117
H -1.725 1.126 -4.469  0.129
H -0.424 -1.532 -5.617  0.118
H -2.024 -1.175 -6.588  0.122
H -3.480 -1.079 -4.378  0.120
H -2.523 -2.703 -4.441  0.114
H -2.753 -1.043 -2.071  0.112
H -1.158 -0.142 -2.790  0.100
H -1.138 -3.303 -2.826  0.116
H 0.271 -2.117 -2.395  0.092
H 2.198 -2.198 0.957  0.118
H 1.781 -2.480 -0.859  0.126
H 1.257 -0.249 -1.401  0.137
H 0.154 -0.027 0.118  0.143
H 0.703 -0.390 3.590  0.085
H 2.759 -0.607 5.662  0.094
H 3.674 -3.052 6.372  0.109
H 0.964 -5.193 3.561  0.124
H -3.016 -4.874 3.979  0.118
H -1.420 -4.009 4.742  0.109
H -4.314 -2.576 3.793  0.094
H -3.817 -2.932 5.577  0.114
H -1.613 -1.244 4.104  0.078
H -2.505 -0.830 5.713  0.120
H -3.351 0.965 4.416  0.122
H -4.650 -0.285 3.627  0.125
H -2.988 1.093 2.087  0.106
H -5.816 -4.143 -1.788  0.109
N 4.370 4.586 -2.145  0.003
C 4.096 4.804 -3.470  -0.142
C 5.234 5.300 -4.064  -0.120
C 6.232 5.380 -3.064  -0.119
C 5.672 4.930 -1.889  -0.141
H 3.715 4.227 -1.462  0.110
H 3.116 4.588 -3.875  0.103
H 5.335 5.575 -5.106  0.089
H 7.250 5.727 -3.187  0.090
H 6.088 4.826 -0.896  0.106

Properties
- largest force on an atom (hartree/bohr) = 0.158
- SMILES string = CCOCCCCCc1c(CCC(F)(F)C(F)(F)C(F)(F)C(F)(F)S(F)(F)(F)(F)F)c(-c2cccnc2)c(CCCCO)c2nc(I)cnc12.c1cc[nH]c1
- LUMO (eV) = -3.0

***

2 unconnected molecules or ions with the total composition C4H12S in a non-equilibrium geometry. Source: OMol25; level of theory: ωB97M-V/def2-TZVPD.

Each line ends with the Löwdin charge.
Atoms and positions in Å:
C -0.250 -0.070 -1.488  -0.591
C -0.076 -1.606 -1.207  -0.166
S 1.321 0.862 -1.134  0.639
H -0.594 -0.044 -2.484  0.043
H -1.050 0.121 -0.940  -0.009
H 0.894 -1.923 -1.372  0.012
H 1.602 -0.031 -0.055  -0.094
H -0.711 -2.254 -2.075  0.134
H -0.614 -1.715 -0.244  0.049
C -1.047 -0.676 2.432  -0.139
C -0.991 0.906 2.160  -0.140
H -0.532 -1.332 1.884  -0.026
H -0.712 -0.827 3.453  0.048
H -2.210 -0.884 2.458  0.103
H -1.022 1.389 3.026  -0.017
H -0.035 1.174 1.522  0.065
H -1.967 1.215 1.593  0.090

Properties
- largest force on an atom (hartree/bohr) = 0.133
- SMILES string = CCS.CC
- relative energy (zero: lowest compared OMol25 entry of this formula, charge and spin) (kcal/mol) = 51.5
- LUMO (eV) = 0.9

***

10 unconnected molecules or ions with the total composition C5H29NO11 in a non-equilibrium geometry. Source: OMol25; level of theory: ωB97M-V/def2-TZVPD.

Each line ends with the Löwdin charge.
Atoms and positions in Å:
C -0.358 -1.562 2.584  -0.220
O -1.195 -2.620 3.011  -0.083
C -0.478 -1.250 1.095  -0.340
C 0.870 -0.576 0.648  -0.161
C 0.926 -0.450 -0.852  -0.165
C 1.264 -1.674 -1.659  -0.263
O 0.948 -1.758 -2.819  0.050
N -1.561 -0.318 0.696  0.060
H 0.641 -1.906 2.848  0.124
H -0.664 -0.645 3.127  0.129
H -2.128 -2.414 2.804  0.033
H -0.649 -2.179 0.542  0.128
H 1.701 -1.148 1.068  0.124
H 0.756 0.359 1.203  0.099
H 1.671 0.307 -1.137  0.114
H -0.049 -0.119 -1.225  0.088
H 1.931 -2.420 -1.195  0.124
H -2.029 -0.637 -0.142  0.043
H -2.247 -0.395 1.437  0.059
H -0.955 1.815 -2.022  -0.002
H -1.776 2.165 -3.292  0.058
O -1.509 1.466 -2.697  -0.029
H 1.574 3.777 1.050  0.072
H 0.470 2.911 0.395  0.017
O 1.450 2.961 0.552  -0.086
H -2.532 -2.343 -0.578  -0.021
H -3.354 -3.614 -0.618  0.039
O -2.540 -3.257 -0.256  -0.059
H -1.653 2.483 0.710  0.074
H -0.555 1.383 0.515  0.013
O -0.987 2.155 0.107  -0.064
H 3.258 4.230 -1.991  0.039
H 2.218 3.842 -0.907  0.002
O 3.019 4.371 -1.073  -0.071
H -3.938 -0.605 2.675  0.056
H -4.208 -2.058 3.195  0.075
O -3.535 -1.387 3.049  -0.030
H 3.966 2.410 -0.161  0.030
H 2.855 1.441 0.374  0.002
O 3.800 1.544 0.219  -0.053
H -2.552 -0.124 -2.300  0.024
H -1.960 -1.299 -2.916  0.061
O -2.547 -1.094 -2.174  -0.072
H 4.642 -0.782 -1.965  0.041
H 3.987 -0.098 -0.675  -0.001
O 4.012 -0.884 -1.251  -0.060

Properties
- largest force on an atom (hartree/bohr) = 0.040
- SMILES string = N[C@H](CO)CCC=O.O.O.O.O.O.O.O.O.O
- relative energy (zero: lowest compared OMol25 entry of this formula, charge and spin) (kcal/mol) = 79.5
- LUMO (eV) = -0.1

***

A single C4H8N4 molecule in a non-equilibrium geometry. Source: OMol25; level of theory: ωB97M-V/def2-TZVPD.

Each line ends with the Löwdin charge.
Atoms and positions in Å:
C 3.092 0.095 0.142  -0.141
C -0.330 0.190 -0.146  -0.313
C -1.191 1.231 -0.229  -0.047
C -1.228 -1.118 0.069  -0.155
H 3.382 -0.128 1.323  0.140
H 3.609 -0.651 -0.493  0.062
H 3.302 1.141 -0.307  0.094
H -0.591 2.310 -0.194  0.159
H -2.688 0.954 1.290  0.166
H -2.772 -1.005 -1.064  0.117
H -1.014 -1.771 -0.950  0.156
H -0.956 -1.620 0.896  0.043
N 1.769 -0.332 -0.113  -0.095
N 0.954 0.490 -0.297  -0.026
N -2.686 0.882 0.116  -0.050
N -2.652 -0.669 -0.042  -0.110

Properties
- largest force on an atom (hartree/bohr) = 0.124
- SMILES string = C/N=N/C1=CNNC1
- relative energy (zero: lowest compared OMol25 entry of this formula, charge and spin) (kcal/mol) = 151.8
- LUMO (eV) = 0.3

***

4 unconnected molecules or ions with the total composition CH7O5 in a non-equilibrium geometry. Source: OMol25; level of theory: ωB97M-V/def2-TZVPD.

Each line ends with the Löwdin charge.
Atoms and positions in Å:
O 1.376 -0.484 1.309  -0.107
C 0.725 0.588 1.318  -0.586
O -0.178 0.943 0.542  -0.108
H 0.976 1.344 2.151  0.111
H -2.249 1.710 0.358  0.030
H -3.126 2.303 -0.702  0.020
O -3.215 1.926 0.184  -0.109
H 0.045 0.398 -1.082  -0.022
H 0.383 -0.798 -1.732  -0.027
O 0.105 0.049 -1.999  -0.092
H 2.275 -2.962 -0.692  0.036
H 1.415 -2.075 0.449  0.017
O 1.468 -2.941 -0.105  -0.163

Properties
- largest force on an atom (hartree/bohr) = 0.044
- relative energy (zero: lowest compared OMol25 entry of this formula, charge and spin) (kcal/mol) = 9.2
- charge = -1
- LUMO (eV) = 3.9

***

A molecular structure, S2 in a non-equilibrium geometry. Source: OMol25; level of theory: ωB97M-V/def2-TZVPD.

Each line ends with the Löwdin charge.
Atoms and positions in Å:
S 0.062 -1.316 0.402  0.000
S -0.062 1.316 -0.402  0.000

Properties
- largest force on an atom (hartree/bohr) = 0.101
- relative energy (zero: lowest compared OMol25 entry of this formula, charge and spin) (kcal/mol) = 98.2
- LUMO (eV) = -4.5

***

A single C3H4OS molecule in a non-equilibrium geometry. Source: OMol25; level of theory: ωB97M-V/def2-TZVPD.

Each line ends with the Löwdin charge.
Atoms and positions in Å:
C -0.517 0.360 -0.361  -0.328
C 0.251 -0.651 0.385  -0.199
C -1.928 0.111 0.015  -0.587
O 1.088 -1.495 -0.328  -0.018
S -3.251 -0.705 0.096  0.693
H -0.193 1.404 -0.234  0.095
H -0.356 0.112 -1.427  0.138
H 0.056 -0.842 1.435  0.105
H 1.019 -2.368 0.097  0.102

Properties
- largest force on an atom (hartree/bohr) = 0.036
- relative energy (zero: lowest compared OMol25 entry of this formula, charge and spin) (kcal/mol) = 105.3
- LUMO (spin up / spin down) (eV) = -0.4 / -0.3

***

A molecular structure, C13H26N4OS6SbTi. Source: OMol25; level of theory: ωB97M-V/def2-TZVPD.

Each line ends with the Löwdin spin population.
Atoms and positions in Å:
Ti -0.705 -0.058 0.406  0.967
S -0.817 2.021 1.749  0.010
C -0.942 3.321 0.572  0.008
C -1.257 4.615 0.995  0.000
C -1.338 5.670 0.099  0.000
C -1.101 5.446 -1.252  0.000
C -0.787 4.167 -1.686  0.000
C -0.704 3.095 -0.795  0.005
S -0.295 1.491 -1.400  -0.002
H -1.441 4.780 2.050  0.000
H -1.587 6.664 0.455  0.000
H -1.163 6.260 -1.966  0.000
H -0.604 3.975 -2.737  0.000
S -2.667 -4.382 -1.175  -0.002
Sb -2.092 -2.148 -1.694  0.001
S -2.891 -0.842 0.286  -0.021
S 0.222 -1.913 -0.977  0.025
C 3.369 0.060 -2.291  0.000
C 3.278 1.523 -1.889  0.000
O 2.814 1.672 -0.558  0.000
H 3.741 -0.040 -3.316  0.000
H 2.383 -0.406 -2.242  0.000
H 4.044 -0.477 -1.621  0.000
H 2.616 2.058 -2.578  0.000
H 4.263 1.999 -1.939  0.000
H 1.838 1.617 -0.606  0.000
N -0.409 -4.558 1.234  0.001
C -1.038 -3.784 2.138  0.000
N -2.380 -3.764 2.066  0.000
S -0.198 -2.900 3.316  0.001
H -0.923 -4.703 0.355  0.000
H 0.568 -4.339 1.130  0.001
H -2.776 -3.995 1.148  0.000
H -2.797 -2.969 2.522  0.000
C 3.179 -1.340 3.685  0.000
C 2.999 0.082 3.160  0.000
C 4.070 0.385 2.107  0.000
C 3.131 1.075 4.312  0.000
N 1.621 0.245 2.679  0.003
N 1.263 -0.486 1.513  0.003
H 4.179 -1.459 4.112  0.000
H 3.066 -2.075 2.886  0.000
H 2.430 -1.569 4.443  0.000
H 5.063 0.322 2.561  0.000
H 3.934 1.375 1.671  0.000
H 4.044 -0.327 1.279  0.000
H 4.119 0.998 4.771  0.000
H 2.370 0.877 5.068  0.000
H 3.000 2.099 3.952  0.000
H 1.388 1.216 2.491  0.000
H 1.101 -1.461 1.777  0.000
H 1.984 -0.450 0.791  0.000

Properties
- largest force on an atom (hartree/bohr) = 0.005
- ⟨S²⟩ = 0.755
- relative energy (zero: lowest compared OMol25 entry of this formula, charge and spin) (kcal/mol) = 0.0
- charge = -2
- spin multiplicity = 2
- LUMO (spin up / spin down) (eV) = 4.5 / 4.5

***

2 unconnected molecules or ions with the total composition C4H10NO2S. Source: OMol25; level of theory: ωB97M-V/def2-TZVPD.

Each line ends with the Löwdin charge.
Atoms and positions in Å:
C -1.158 0.114 -1.275  -0.201
C -0.559 1.360 -0.599  -0.780
S -1.437 2.087 0.819  0.134
C -0.177 -1.022 -1.467  -0.529
N 0.392 -1.531 -0.339  0.004
C -0.047 -1.261 1.036  -0.087
O 0.116 -1.490 -2.564  -0.003
H -1.985 -0.340 -0.706  0.098
H -1.536 0.337 -2.277  0.105
H 0.482 1.167 -0.338  0.017
H -0.467 2.117 -1.388  0.034
H 0.996 -2.324 -0.473  0.121
H -0.063 -0.196 1.236  0.003
H 0.645 -1.784 1.685  0.079
H -1.096 -1.557 1.176  0.082
H 1.371 1.857 2.151  0.001
H 2.304 1.080 1.206  0.016
O 2.219 1.385 2.117  -0.095

Properties
- largest force on an atom (hartree/bohr) = 0.018
- relative energy (zero: lowest compared OMol25 entry of this formula, charge and spin) (kcal/mol) = 19.1
- charge = -1
- LUMO (eV) = 3.6

***

12 unconnected molecules or ions with the total composition C5H35NO11 in a non-equilibrium geometry. Source: OMol25; level of theory: ωB97M-V/def2-TZVPD.

Each line ends with the Löwdin charge.
Atoms and positions in Å:
C 0.024 -1.379 -1.303  -0.228
C 0.940 -0.665 -0.345  -0.167
C 1.814 0.467 -0.982  -0.380
C 3.248 0.382 -0.486  -0.058
C 1.066 1.832 -0.911  -0.050
N 0.813 -2.201 -2.296  0.012
H -0.561 -2.224 -0.807  0.096
H -0.741 -0.916 -1.867  0.077
H 1.656 -1.304 0.113  0.063
H 0.314 -0.384 0.571  0.115
H 1.794 0.281 -2.062  0.081
H 3.470 -0.580 0.051  0.098
H 3.939 0.628 -1.326  0.085
H 3.575 1.283 -0.006  0.060
H 1.676 2.633 -1.348  0.084
H 0.277 1.885 -1.619  0.031
H 0.878 2.133 0.167  0.094
H 0.160 -2.764 -2.818  0.065
H 1.356 -1.849 -3.008  0.004
H -1.795 4.309 0.349  0.084
H -1.168 2.824 0.207  0.031
O -1.008 3.741 0.453  -0.066
H -2.032 -2.709 0.643  0.125
H -2.525 -1.643 1.642  0.039
O -1.661 -2.111 1.431  -0.120
H -2.519 0.914 -3.279  0.119
H -0.940 1.293 -3.083  -0.066
O -1.805 1.477 -2.814  -0.078
H 1.709 -2.975 1.261  0.013
H 1.708 -2.882 2.758  0.034
O 1.769 -3.537 2.047  -0.073
H -3.543 0.123 3.469  0.063
H -2.293 0.065 2.615  -0.005
O -3.261 -0.218 2.589  -0.127
H -0.854 1.730 3.005  0.022
H -0.182 0.274 3.101  -0.030
O -0.935 0.781 3.128  -0.016
H 0.136 -4.588 1.135  -0.068
H 1.081 -4.716 0.045  0.041
O 0.160 -4.609 0.265  -0.001
H 0.535 1.133 -4.575  0.097
H 1.165 0.114 -3.727  -0.001
O 0.314 0.378 -3.988  -0.033
H -0.199 -1.432 3.028  0.080
H 0.193 -1.606 1.713  -0.001
O 0.635 -1.283 2.519  -0.105
H -2.943 1.720 -0.808  0.067
H -2.385 2.992 -1.374  0.022
O -3.158 2.705 -0.834  -0.111
H -0.647 3.628 2.074  0.019
H 0.772 3.603 2.556  -0.013
O -0.023 3.247 2.729  -0.024

Properties
- largest force on an atom (hartree/bohr) = 0.132
- SMILES string = CC(C)CCN.O.O.O.O.O.O.O.O.O.O.O
- relative energy (zero: lowest compared OMol25 entry of this formula, charge and spin) (kcal/mol) = 82.5
- LUMO (eV) = 0.1

***

A molecular structure, C5H11NP in a non-equilibrium geometry. Source: OMol25; level of theory: ωB97M-V/def2-TZVPD.

Each line ends with the Löwdin charge.
Atoms and positions in Å:
C 3.144 -0.047 -1.447  0.099
C 1.935 -0.711 -1.264  -0.158
C 1.082 -0.322 -0.244  -0.154
C -0.188 -0.625 -0.085  -0.209
C -1.078 -0.109 0.909  -0.480
N -1.355 1.683 0.532  0.188
P -2.635 -0.980 1.186  0.887
H 3.871 -0.299 -2.206  0.068
H 3.581 0.665 -0.763  0.066
H 1.682 -1.581 -1.915  0.133
H 1.586 0.456 0.512  0.175
H -0.642 -1.150 -0.966  0.128
H -0.719 0.058 1.913  0.088
H -2.118 2.227 1.018  0.163
H -0.564 2.224 0.656  0.082
H -1.417 1.572 -0.454  0.107
H -2.603 -1.587 -0.045  -0.096
H -2.234 -1.982 2.003  -0.087

Properties
- largest force on an atom (hartree/bohr) = 0.098
- relative energy (zero: lowest compared OMol25 entry of this formula, charge and spin) (kcal/mol) = 44.9
- charge = +1
- LUMO (eV) = -4.5